Entry 1:
The following is a quantum chemistry calculation of a 2-piece molecular cluster, C2H8NO overall, from the OMol25 dataset.

Summary:
* net charge: -1
* orbital gap: 7.091 eV
* spin multiplicity: 1

Geometry (Å):
O 0.825 -2.171 -0.005
H 1.770 -2.310 0.174
C 0.231 0.611 -1.087
N 0.263 0.863 0.355
C -0.979 0.370 0.957
H 1.251 0.742 -1.449
H -0.457 1.313 -1.571
H -0.067 -0.410 -1.332
H 0.996 0.233 0.668
H -1.089 -0.712 0.855
H -0.934 0.641 2.012
H -1.810 0.830 0.423



Entry 2:
The following is a quantum chemistry calculation of C4H12FeO8P as an isolated structure in a non-equilibrium geometry, from the OMol25 dataset.

Summary:
* ⟨S²⟩: 6.012
* net charge: -1
* orbital gap (alpha / beta): 4.056 / 4.043 eV
* spin multiplicity: 5

Geometry (Å):
Fe -9.228 9.618 -10.584
P -8.908 7.758 -8.840
O -9.654 7.238 -7.618
O -8.259 9.189 -8.912
O -10.133 8.074 -9.826
O -7.966 6.742 -9.515
C -6.657 9.898 -12.181
C -6.804 11.224 -11.433
O -8.168 11.473 -11.047
O -7.452 8.901 -11.558
H -5.615 9.630 -12.353
H -7.113 10.051 -13.173
H -6.447 12.014 -12.104
H -6.196 11.305 -10.530
H -8.252 12.327 -10.619
H -7.181 8.014 -11.827
C -11.614 11.267 -11.166
C -11.603 10.208 -12.242
O -10.304 9.586 -12.381
O -10.932 10.797 -9.997
H -12.655 11.517 -10.952
H -11.112 12.180 -11.501
H -11.900 10.699 -13.177
H -12.303 9.382 -12.116
H -10.239 9.175 -13.248
H -11.392 11.129 -9.221



Entry 3:
The following is a quantum chemistry calculation of C15H22AuF4N3O as an isolated structure, from the OMol25 dataset.

Summary:
* net charge: 0
* orbital gap: 6.947 eV
* spin multiplicity: 1

Geometry (Å):
Au -0.947 0.871 -0.453
C 1.580 2.663 0.430
C 0.754 2.625 1.711
N -0.191 1.508 1.777
C -1.263 1.787 2.735
C -2.321 2.732 2.187
C 0.498 0.246 2.068
C -0.384 -1.007 1.953
N -1.129 -0.986 0.723
C -1.712 -2.056 0.205
C -2.473 -1.932 -0.992
F -2.655 -0.691 -1.539
C -3.040 -2.995 -1.651
F -3.704 -2.773 -2.805
C -2.937 -4.291 -1.173
C -2.237 -4.456 0.011
F -2.084 -5.705 0.504
C -1.673 -3.396 0.690
F -1.038 -3.676 1.866
H 2.102 3.616 0.357
H 0.911 2.565 -0.428
H 2.316 1.862 0.391
H 0.178 3.550 1.754
H 1.424 2.609 2.585
H -0.836 2.191 3.665
H -1.761 0.848 2.963
H -1.923 3.718 1.962
H -3.111 2.842 2.924
H -2.747 2.312 1.279
H 0.948 0.266 3.071
H 1.305 0.149 1.338
H -1.070 -1.072 2.810
H 0.292 -1.868 2.022
H -3.374 -5.122 -1.696
C 3.666 -0.673 -2.469
N 2.536 0.173 -2.777
C 2.778 1.426 -3.454
C 1.320 -0.075 -2.300
O 0.382 0.709 -2.398
H 4.504 -0.399 -3.104
H 3.430 -1.722 -2.639
H 3.975 -0.558 -1.427
H 3.479 1.270 -4.272
H 3.177 2.174 -2.767
H 1.828 1.788 -3.842
H 1.227 -1.048 -1.797



Entry 4:
The following is a quantum chemistry calculation of C3H3EuO2 as an isolated structure in a non-equilibrium geometry, from the OMol25 dataset.

Summary:
* ⟨S²⟩: 20.017
* net charge: 0
* orbital gap (alpha / beta): 5.718 / 7.052 eV
* spin multiplicity: 9

Geometry (Å):
O 1.624 -0.404 -0.581
Eu 3.771 0.913 0.103
O -0.931 1.792 -0.034
C -0.417 0.688 -0.084
C 1.060 0.536 0.037
C -1.143 -0.631 0.112
H -1.073 -1.213 -0.821
H -2.197 -0.448 0.352
H -0.693 -1.233 0.916



Entry 5:
The following is a quantum chemistry calculation of C41H30Cl4MgN2O2STe as an isolated structure in a non-equilibrium geometry, from the OMol25 dataset.

Summary:
* net charge: -2
* orbital gap: 4.057 eV
* spin multiplicity: 1

Geometry (Å):
Mg -0.562 -0.942 0.689
Cl -0.100 -2.899 5.031
C 1.362 -1.966 5.259
C 2.486 -2.651 5.666
C 3.624 -1.936 6.051
C 3.549 -0.555 6.098
C 2.411 0.098 5.630
Cl 2.442 1.851 5.906
C 1.267 -0.561 5.091
S -0.009 0.207 4.191
H 2.475 -3.743 5.630
H 4.544 -2.406 6.360
H 4.390 0.026 6.529
C 0.911 1.525 -5.661
C 0.260 0.811 -4.490
C -0.197 -0.482 -4.536
C -0.768 -1.046 -3.428
C -1.318 -2.424 -3.570
O -0.896 -3.139 -4.438
C -2.415 -2.879 -2.646
C -2.211 -3.900 -1.708
C -3.153 -4.181 -0.738
C -4.362 -3.507 -0.757
C -4.619 -2.580 -1.738
C -3.643 -2.212 -2.669
C -0.849 -0.371 -2.157
O -1.329 -0.988 -1.159
C -0.362 0.960 -2.142
C 0.139 1.499 -3.314
C -0.399 1.760 -0.901
N -0.420 1.243 0.266
C -0.445 2.084 1.474
C 0.920 2.441 1.987
Te 2.350 0.829 1.804
C 3.166 1.778 0.103
C 3.963 2.937 0.223
C 4.407 3.639 -0.884
C 4.087 3.176 -2.140
C 3.352 1.984 -2.268
C 2.892 1.306 -1.152
C -0.475 3.256 -1.182
C 0.678 4.030 -1.121
C 0.677 5.378 -1.474
C -0.493 5.923 -1.973
C -1.679 5.187 -2.008
C -1.647 3.860 -1.592
H 1.055 0.846 -6.494
H 1.867 1.964 -5.360
H 0.283 2.349 -6.005
H -0.143 -1.040 -5.470
H -1.220 -4.306 -1.683
H -2.866 -4.890 0.061
H -5.097 -3.710 0.037
H -5.567 -2.033 -1.746
H -3.863 -1.440 -3.384
H 0.486 2.535 -3.314
H -0.917 1.484 2.270
H -1.040 2.978 1.282
H 0.883 2.644 3.065
H 1.322 3.341 1.482
H 4.242 3.346 1.201
H 4.992 4.547 -0.739
H 4.405 3.741 -3.004
H 3.186 1.660 -3.267
H 2.268 0.434 -1.268
H 1.597 3.611 -0.800
H 1.584 5.934 -1.428
H -0.420 6.964 -2.341
H -2.574 5.630 -2.402
H -2.521 3.276 -1.739
Cl 0.271 -5.784 1.095
C -1.030 -4.943 1.942
C -1.986 -5.742 2.531
C -3.180 -5.244 3.084
C -3.407 -3.862 2.998
C -2.446 -3.086 2.379
Cl -2.768 -1.340 2.251
C -1.148 -3.484 1.788
N -0.259 -2.715 1.243
H -1.820 -6.808 2.568
H -3.910 -5.892 3.545
H -4.263 -3.387 3.475



Entry 6:
The following is a quantum chemistry calculation of one molecule with the formula C5H7NO in a non-equilibrium geometry, from the OMol25 dataset.

Summary:
* net charge: 0
* orbital gap: 8.778 eV
* spin multiplicity: 1

Geometry (Å):
C -0.102 1.367 0.095
C 1.386 0.735 -0.217
C -1.188 -0.730 -0.193
C 0.299 -1.228 0.306
C -1.274 0.748 -0.059
N 2.492 0.135 0.277
O 1.435 -0.669 -0.427
H -0.150 2.377 0.368
H 1.604 1.544 -1.059
H -1.465 -1.154 -1.201
H -1.797 -1.160 0.536
H 0.397 -0.922 1.409
H 0.570 -2.258 0.186
H -2.207 1.215 -0.022



Q: Which energy relative to the best compared isomer or geometry (same formula, charge and spin) values were calculated for the entries above? A: 16.3 23.4 20.3 81.6 0.0 166.1, in kcal per mole.